(1)
211
Properties=species:S:1:pos:R:3 method="wB97M-V/def2-TZVPD" charge=+3 lumo_ev=-6.2 homo_lumo_gap_ev=3.9999
C 0.92186 -0.68996 9.73135
C -0.20469 -0.42617 8.64803
N 0.29517 -0.40176 7.28289
C -0.48995 -0.55018 6.18320
C 0.26656 -0.29412 5.07677
N 1.55786 0.02327 5.48916
C 1.55204 -0.00406 6.88216
C 2.65527 0.51618 4.75615
H 0.56435 -0.35022 10.70339
H 1.95450 -0.41637 9.51479
H 1.04212 -1.76039 9.89815
H -0.88223 0.41554 8.79145
H -0.86580 -1.29046 8.71159
H -1.52441 -0.81331 6.34765
H 0.07575 -0.28169 4.01384
H 2.38615 0.13480 7.55401
H 3.07838 1.46105 5.09717
H 2.45679 0.54917 3.68488
H 3.50614 -0.16213 4.81959
C -1.71233 -1.95971 -3.80229
C -3.05899 -1.80981 -4.55294
C -3.17697 -0.40700 -5.07739
N -4.49598 -0.03397 -5.77069
C -5.68298 -0.10914 -4.70765
C -4.81906 -0.84779 -7.02508
C -3.96019 -0.18880 -8.03291
C -4.30731 1.26685 -7.88470
C -4.35114 1.40535 -6.36309
H -1.66710 -1.61134 -2.77045
H -0.93758 -1.40594 -4.33256
H -1.25998 -2.94607 -3.90512
H -3.84516 -2.08907 -3.85148
H -3.19750 -2.58562 -5.30595
H -2.46405 -0.14118 -5.85789
H -3.05149 0.31057 -4.26656
H -5.74148 -1.07770 -4.21109
H -6.57830 0.02134 -5.31550
H -5.66023 0.79328 -4.09674
H -5.85906 -0.70138 -7.31674
H -4.68278 -1.88730 -6.72684
H -4.16940 -0.45217 -9.06971
H -2.91773 -0.45997 -7.86604
H -5.23812 1.46987 -8.41431
H -3.51043 1.88626 -8.29631
H -5.30948 1.89265 -6.18360
H -3.53944 1.95417 -5.88555
C 10.47687 0.84979 0.54211
C 9.15053 0.34253 1.11261
C 7.99566 1.46269 1.02120
N 6.67008 0.96773 1.63884
C 6.82766 0.86575 3.17408
C 6.33654 -0.38711 0.96723
C 4.75874 -0.41316 1.01214
C 4.34662 1.00669 0.69903
C 5.47960 1.90417 1.15421
H 11.15320 -0.00184 0.61554
H 10.93301 1.63065 1.15062
H 10.44622 1.09548 -0.51940
H 9.35463 0.01183 2.13098
H 8.97674 -0.55680 0.52175
H 7.97566 1.61095 -0.05849
H 8.22544 2.39899 1.52977
H 5.85643 0.66659 3.62700
H 7.15205 1.85350 3.50154
H 7.59474 0.10707 3.32929
H 6.79176 -1.27032 1.41535
H 6.51624 -0.23502 -0.09704
H 4.31717 -0.67633 1.97332
H 4.31093 -1.16814 0.36594
H 3.39375 1.14598 1.20966
H 4.02317 1.01315 -0.34185
H 5.22016 2.72885 1.81805
H 5.79950 2.32486 0.20091
C -4.11406 -0.37353 3.66329
C -3.01458 -1.39184 2.99192
C -3.77741 -2.56316 2.34012
N -2.86426 -3.55816 1.50104
C -1.55050 -3.87433 2.31160
C -2.47235 -2.99809 0.09464
C -2.25678 -4.25217 -0.75944
C -3.08430 -5.37274 -0.11564
C -3.73037 -4.78249 1.15325
H -3.51697 0.47572 3.99549
H -4.85112 -0.78136 4.35504
H -4.76546 0.04157 2.89421
H -2.27966 -1.73346 3.72082
H -2.49417 -0.93382 2.15079
H -4.58510 -2.14729 1.73779
H -4.33081 -3.20771 3.02304
H -1.12327 -4.55140 1.57191
H -1.86531 -4.35916 3.23568
H -0.96822 -2.97406 2.50797
H -1.56278 -2.41195 0.22592
H -3.28571 -2.33118 -0.19132
H -1.21167 -4.42962 -0.50575
H -2.39372 -4.14061 -1.83503
H -2.71346 -6.37596 0.09443
H -3.96363 -5.49551 -0.74794
H -3.71292 -5.49017 1.98210
H -4.75362 -4.45587 0.96784
C -1.99704 6.21866 -3.56165
C -0.81228 6.11353 -2.60306
C 0.26996 4.94952 -2.96890
N 1.61173 4.97944 -2.11124
C 2.34063 6.30970 -2.36910
C 2.45171 3.79430 -2.56470
C 2.00163 2.60884 -1.63915
C 2.01062 3.28467 -0.32320
C 1.40604 4.64102 -0.64928
H -2.40764 5.26632 -3.89717
H -1.71407 6.80763 -4.43408
H -2.82633 6.72809 -3.07087
H -1.28602 6.01919 -1.62594
H -0.34823 7.09066 -2.46902
H 0.67079 4.96847 -3.98234
H -0.07253 3.91639 -3.02751
H 2.41231 6.48271 -3.44289
H 3.31640 6.32282 -1.88352
H 1.70986 7.05139 -1.87906
H 3.46420 4.07900 -2.27848
H 2.39745 3.61446 -3.63840
H 2.55163 1.68754 -1.83097
H 1.00084 2.22350 -1.83414
H 3.04336 3.46574 -0.02527
H 1.52797 2.65488 0.42414
H 1.87863 5.46604 -0.11626
H 0.36253 4.77203 -0.36289
C 1.42083 -10.42480 0.72732
C 1.21917 -9.05906 -0.06035
C 2.47511 -8.20483 -0.05444
N 2.21510 -6.68846 -0.33661
C 1.35641 -6.48610 -1.59507
C 3.52517 -5.83865 -0.37159
C 3.30080 -4.48762 0.20493
C 1.84930 -4.54965 0.71278
C 1.54764 -5.98715 0.93480
H 0.57706 -11.04228 0.41934
H 1.33850 -10.25241 1.80045
H 2.24942 -11.02800 0.35625
H 0.48280 -8.59035 0.59246
H 0.81659 -9.24453 -1.05615
H 3.19416 -8.55628 -0.79441
H 3.07518 -8.34581 0.84453
H 1.27266 -5.40982 -1.74577
H 0.35180 -6.78824 -1.29915
H 1.75295 -6.99915 -2.47121
H 3.71801 -5.77524 -1.44252
H 4.26227 -6.44018 0.16035
H 3.39215 -3.71113 -0.55456
H 3.92868 -4.26754 1.06831
H 1.24982 -4.07986 -0.06698
H 1.68740 -3.94953 1.60818
H 0.48380 -6.22431 0.92503
H 2.00425 -6.42561 1.82213
C -5.86257 6.98526 4.47375
C -5.35109 5.69720 3.73061
C -3.82055 5.73193 3.68003
N -3.08976 4.94462 2.53192
C -3.45004 5.53550 1.14954
C -3.48891 3.42497 2.53272
C -2.24853 2.66187 2.21483
C -1.16934 3.55370 2.83964
C -1.58915 5.03969 2.79005
H -5.45468 7.85607 3.96051
H -5.59882 6.95273 5.53086
H -6.94957 7.06554 4.48244
H -5.77689 5.67175 2.72754
H -5.78964 4.85037 4.25849
H -3.46098 5.23526 4.58122
H -3.45122 6.75658 3.63789
H -2.87046 5.00805 0.39193
H -3.07205 6.55663 1.09953
H -4.52586 5.37253 1.08509
H -4.31071 3.26736 1.83422
H -3.84651 3.13087 3.51950
H -2.06085 2.68763 1.14142
H -2.15260 1.62526 2.53783
H -0.20334 3.36963 2.36945
H -0.98986 3.26460 3.87516
H -1.00347 5.52228 2.00762
H -1.33391 5.59443 3.69294
N -4.15919 2.69349 -0.67916
S -3.08303 2.88595 -1.66677
O -3.30774 2.20873 -2.95546
O -1.71287 3.04912 -1.18808
F -3.45593 4.42672 -1.94841
S -3.98406 1.09340 -0.42448
O -2.71686 0.62973 0.07426
O -4.63255 0.30594 -1.50556
F -4.91698 1.02543 0.81572
C 2.10269 -2.36796 -3.88060
C 2.62337 -3.65571 -4.41268
O 3.09539 -4.51786 -3.67590
O 2.50780 -3.85782 -5.62075
H 1.06954 -2.37852 -3.53333
H 2.22280 -1.54000 -4.57929
H 2.70557 -2.12323 -3.00611
C 0.42973 0.79690 -4.55186
C 0.13413 1.87977 -5.59140
O -0.79517 1.77724 -6.44076
O 0.88890 2.85236 -5.67276
H 1.34299 0.91313 -3.96830
H 0.52876 -0.11014 -5.14816
H -0.37087 0.66620 -3.82380
C 0.57249 -0.50766 -0.63783
C 0.76461 -0.50324 0.93326
O 1.28920 -1.49613 1.52112
O 0.41240 0.44261 1.59185
H -0.10582 0.22749 -1.07090
H 0.24653 -1.43593 -1.10703
H 1.52250 -0.15849 -1.04238

***

(2)
265
Properties=species:S:1:pos:R:3 method="wB97M-V/def2-TZVPD" charge=+7 lumo_ev=-11.8 homo_lumo_gap_ev=7.5285
C 3.30382 -0.44123 -0.18823
O 2.66423 0.73290 -0.63598
C 1.76557 0.58567 -1.72655
C 0.92940 1.84547 -1.72806
N -0.19749 1.76300 -0.68880
H -0.55766 2.72799 -0.65601
H -0.98079 1.16947 -0.99159
C 0.14183 1.32484 0.71567
C -1.13247 1.11518 1.50647
O -2.01260 0.28949 0.74149
C -3.28379 0.04105 1.33226
H 2.68025 -1.20440 0.28281
H 4.10087 -0.17791 0.51068
H 3.88111 -0.87414 -1.01445
H 1.21847 -0.35926 -1.68833
H 2.36791 0.57880 -2.64333
H 0.31702 1.85622 -2.62878
H 1.44092 2.78350 -1.53105
H 0.63523 2.20014 1.14230
H 0.84202 0.49687 0.74452
H -1.63913 2.07776 1.63841
H -0.86969 0.66338 2.46629
H -3.60635 -0.80623 0.72177
H -3.98322 0.87683 1.31774
H -3.12745 -0.36922 2.33756
C 5.67997 -3.41781 1.82501
O 5.42040 -2.18653 2.51655
C 6.18426 -2.01564 3.68555
C 6.12065 -0.61738 4.25879
N 6.75646 0.24679 3.17332
H 7.71515 -0.07296 3.03628
H 6.25252 0.15625 2.28596
C 6.79664 1.75433 3.40313
C 5.40351 2.31803 3.45101
O 4.80058 1.95236 2.24967
C 3.63730 2.71061 1.85937
H 4.81575 -3.82461 1.30462
H 6.14304 -4.18840 2.44217
H 6.39647 -3.21917 1.02243
H 7.24670 -2.26819 3.59235
H 5.73777 -2.68388 4.43310
H 6.83148 -0.53949 5.07744
H 5.09607 -0.34505 4.48903
H 7.33730 2.18578 2.56423
H 7.36266 1.85891 4.32763
H 5.55958 3.40331 3.55483
H 4.78154 2.13504 4.33909
H 2.66904 2.23629 2.03479
H 3.72266 2.65948 0.77507
H 3.67893 3.71370 2.27415
C -1.79154 5.87093 -2.36401
O -2.87720 6.26979 -1.52832
C -4.11172 6.26860 -2.19595
C -4.72463 4.89404 -2.23741
N -4.80505 4.27070 -0.87055
H -4.76437 3.24330 -0.86090
H -3.95426 4.58086 -0.37651
C -6.03898 4.80157 -0.23311
C -5.99112 4.52752 1.26896
O -4.78482 4.99198 1.81407
C -4.26669 4.33646 2.94826
H -1.69517 6.48925 -3.26294
H -1.85078 4.84154 -2.72413
H -0.91609 6.03282 -1.73940
H -4.14010 6.76331 -3.16872
H -4.77828 6.90142 -1.59766
H -3.98953 4.36968 -2.85597
H -5.62786 4.72015 -2.81817
H -6.87456 4.22937 -0.63854
H -6.28531 5.84498 -0.40535
H -6.20772 3.46502 1.43567
H -6.76794 5.12739 1.75124
H -4.13474 3.25688 2.83074
H -4.98649 4.49541 3.76254
H -3.37542 4.83414 3.32067
C -0.77895 2.05305 -9.28986
O -1.03966 2.97662 -8.24833
C -2.20817 2.72912 -7.49328
C -2.33451 3.89655 -6.52408
N -0.99357 4.24603 -5.89882
H -0.45169 4.68512 -6.64422
H -1.25117 4.93628 -5.19485
C -0.28970 3.07878 -5.24072
C 1.07646 3.65971 -4.85061
O 0.78755 4.84644 -4.14081
C 2.00634 5.50424 -3.72812
H -1.54610 1.90972 -10.04735
H -0.68990 1.07511 -8.77334
H 0.22942 2.03171 -9.69975
H -2.07502 1.76681 -6.98849
H -3.08283 2.70601 -8.14582
H -3.07464 3.59483 -5.78226
H -2.72957 4.77965 -7.02159
H -0.17940 2.30257 -5.99187
H -0.84541 2.78048 -4.35561
H 1.67526 3.84167 -5.74639
H 1.53995 2.92972 -4.17825
H 2.39780 5.05995 -2.81482
H 1.71407 6.52709 -3.49018
H 2.70183 5.60810 -4.56060
C 1.28696 -4.88504 -7.22726
O 1.16586 -4.68485 -5.82188
C 0.27390 -5.53160 -5.15685
C 0.15697 -4.99356 -3.73720
N -0.39786 -3.55795 -3.77409
H -0.22171 -3.26204 -4.74062
H -1.41779 -3.61274 -3.76302
C 0.18978 -2.69798 -2.69626
C -0.32104 -3.10300 -1.31798
O -1.72942 -2.77240 -1.39688
C -2.61327 -3.54644 -0.62007
H 0.35125 -5.10662 -7.75890
H 1.93047 -5.74680 -7.40190
H 1.56494 -3.91510 -7.63264
H 0.59903 -6.57080 -5.05754
H -0.69417 -5.48019 -5.67046
H 1.12439 -4.95785 -3.22348
H -0.35396 -5.53434 -2.93892
H -0.15409 -1.69441 -2.94909
H 1.26990 -2.74385 -2.83591
H 0.11185 -2.46886 -0.54495
H -0.22754 -4.14847 -1.02707
H -2.79630 -4.54968 -1.01392
H -3.62458 -3.12376 -0.62995
H -2.33466 -3.48019 0.43686
C -4.55223 -9.07906 1.88378
O -5.72094 -8.25318 1.89037
C -6.14237 -8.00746 3.22803
C -7.27510 -7.01003 3.20940
N -6.90384 -5.62731 2.69405
H -7.00385 -5.43486 1.69445
H -7.52412 -4.98585 3.18957
C -5.48286 -5.14951 2.88496
C -5.37606 -3.67616 2.41862
O -6.62089 -3.00663 2.31009
C -6.70956 -1.66685 2.76697
H -4.22308 -9.67913 2.73406
H -3.73304 -8.38733 1.64596
H -4.62706 -9.77829 1.05077
H -5.33113 -7.59491 3.84192
H -6.40328 -8.97010 3.67243
H -7.46068 -6.83942 4.27559
H -8.26009 -7.18762 2.78374
H -4.74209 -5.69806 2.31032
H -5.31883 -5.27203 3.95443
H -4.95753 -3.51059 1.42126
H -4.71993 -3.13647 3.10861
H -5.99139 -0.97721 2.32098
H -6.75408 -1.58340 3.85792
H -7.73776 -1.40954 2.50497
C 11.40311 -2.05511 -5.76369
O 10.49941 -1.78354 -4.70761
C 10.49559 -2.72544 -3.67444
C 9.65399 -2.12553 -2.56364
N 8.27599 -1.74906 -3.04999
H 7.89390 -1.25931 -2.24445
H 8.18536 -1.15347 -3.87708
C 7.34697 -2.91592 -3.29666
C 5.94213 -2.36144 -3.55877
O 5.91241 -1.83931 -4.86488
C 4.63252 -1.52720 -5.38805
H 11.18679 -1.47632 -6.65759
H 11.42284 -3.11804 -6.01793
H 12.43967 -1.80201 -5.51789
H 11.49770 -2.96970 -3.31396
H 10.04745 -3.68002 -3.97754
H 10.16268 -1.21108 -2.25543
H 9.57493 -2.77632 -1.69626
H 7.18308 -3.53076 -2.40850
H 7.62098 -3.61671 -4.07929
H 5.53282 -1.67977 -2.80240
H 5.30759 -3.25523 -3.56113
H 3.94637 -2.37306 -5.47891
H 4.80095 -1.39414 -6.46484
H 4.35785 -0.53039 -5.04325
C -0.69466 -5.93239 7.14627
O 0.03720 -4.72738 6.96493
C -0.42441 -3.58997 7.63918
C 0.51990 -2.47959 7.24782
N 0.15276 -1.85470 5.90473
H -0.77987 -1.44188 5.83702
H 0.78896 -1.06769 5.75492
C 0.16758 -2.72610 4.68852
C 0.13179 -1.93419 3.38007
O 0.94087 -0.77188 3.42808
C 2.32531 -1.05984 3.49913
H -0.60615 -6.26808 8.18040
H -0.34297 -6.73694 6.50507
H -1.74326 -5.78531 6.86726
H -0.30283 -3.79859 8.70958
H -1.48526 -3.35294 7.48909
H 1.56745 -2.76229 7.17311
H 0.49936 -1.59194 7.88242
H -0.63499 -3.45955 4.75283
H 1.03727 -3.38064 4.60363
H -0.90204 -1.65696 3.14814
H 0.39828 -2.55047 2.51694
H 2.90187 -0.19414 3.16936
H 2.68489 -1.84734 2.82407
H 2.67526 -1.39488 4.48528
C -6.88146 -0.17991 -6.73957
O -7.32666 0.73479 -5.75945
C -8.60802 0.44740 -5.26952
C -8.75490 0.99982 -3.87168
N -8.10373 0.11311 -2.80008
H -8.57602 0.29693 -1.91326
H -8.31336 -0.89290 -2.89576
C -6.58916 0.10249 -2.72569
C -6.11147 -1.02989 -1.85820
O -6.58515 -2.26729 -2.32069
C -5.83540 -2.79116 -3.40375
H -5.81252 -0.01921 -6.87681
H -7.36393 -0.02016 -7.70783
H -7.03560 -1.23516 -6.48682
H -8.78206 -0.63457 -5.19070
H -9.42119 0.83869 -5.88735
H -9.78292 0.96687 -3.50623
H -8.37212 1.98953 -3.62912
H -6.38226 1.03273 -2.19305
H -6.13107 0.21410 -3.70480
H -6.42575 -0.82491 -0.82543
H -5.02760 -1.05801 -1.68893
H -4.76420 -2.79868 -3.17331
H -5.98679 -2.37125 -4.40031
H -6.09442 -3.84712 -3.48710
C 6.62293 7.34172 8.52697
O 5.45337 6.53845 8.35207
C 5.43287 5.35521 9.13125
C 3.96514 5.05710 9.47288
N 3.26550 4.58457 8.21076
H 3.66422 3.77232 7.75417
H 2.29343 4.39317 8.46373
C 2.98500 5.71483 7.17605
C 1.71230 5.38786 6.41996
O 1.69039 4.08586 5.83377
C 0.57477 4.00410 4.93735
H 7.54568 6.92474 8.11898
H 6.75357 7.67586 9.55605
H 6.40858 8.21875 7.91539
H 5.94529 5.47452 10.08802
H 5.88288 4.53536 8.56272
H 3.40161 5.86677 9.92107
H 4.04958 4.15009 10.07466
H 3.85485 5.65856 6.52890
H 2.91364 6.61172 7.77999
H 1.54610 6.19741 5.70366
H 0.85045 5.41312 7.10310
H 0.65734 4.69219 4.09342
H -0.41981 4.22461 5.34628
H 0.56874 2.94442 4.68121
B -3.09940 1.87214 -2.43158
F -2.46099 3.08537 -2.06807
F -3.62322 2.13727 -3.70473
F -2.09080 0.90718 -2.49399
F -4.19640 1.67162 -1.54609
B 0.92692 5.15677 0.40710
F 1.42888 5.07160 1.72381
F 1.79613 4.48564 -0.51452
F -0.31170 4.45951 0.30544
F 0.78655 6.51114 0.17180
B 3.31003 -4.47027 -1.16051
F 4.69745 -4.64062 -0.90388
F 3.21589 -3.95030 -2.47552
F 2.68743 -5.68988 -0.99078
F 2.71746 -3.63302 -0.15935

***

Number 1: HOMO -10.2 eV. Number 2: HOMO -19.4 eV.